No. 1
C10H16NO10S2 as an isolated structure at a distorted geometry, computed with ωB97M-V/def2-TZVPD.

Summary:
* net charge: -1
* E_tot: -1994.1065 hartree
* HOMO-LUMO gap: 8.50 eV
* strongest force on any atom: 0.092 Eh/bohr
* highest occupied orbital energy: -5.907 eV
* LUMO energy: 2.59 eV

Cartesian coordinates (Å):
O1 2.3454 -0.9493 4.2937
C1 2.9860 -1.4936 3.4713
O2 3.5354 -0.8217 2.4040
C2 2.5075 -0.5098 1.3896
C3 2.5014 1.0411 1.2113
S1 0.8237 1.8118 1.2939
O3 0.6166 2.3240 -0.0732
O4 0.9659 2.9706 2.1589
N1 -0.3703 0.7494 1.5788
S2 -1.1199 0.7228 3.0160
O5 -1.1136 1.9024 3.8626
O6 -0.7577 -0.4346 3.8399
C4 -2.8866 0.4341 2.6041
C5 -2.9060 -0.7711 1.5248
C6 -4.1897 -1.7177 1.6481
O7 -3.9317 -0.6740 0.5273
H1 3.1516 -2.5936 3.5964
H2 1.5337 -0.9448 1.6792
H3 2.9156 -0.9598 0.4579
H4 2.9782 1.2970 0.2420
H5 3.1525 1.5111 1.9779
H6 -3.4535 0.0723 3.4759
H7 -3.3378 1.3043 2.0956
H8 -1.9322 -1.2582 1.2670
H9 -4.9834 -1.1855 2.1934
H10 -4.3284 -2.5154 0.9070
C7 -0.7498 -0.0330 -5.2721
C8 -0.0753 -0.0515 -3.9207
C9 0.9397 1.0380 -3.7179
O8 1.8049 0.4579 -2.7436
C10 1.7385 -0.8868 -2.9053
O9 2.4662 -1.6682 -2.3786
O10 0.7303 -1.2265 -3.7582
H11 -1.2889 -0.9662 -5.4425
H12 -1.4523 0.7982 -5.3428
H13 -0.0174 0.0603 -6.0774
H14 -0.8274 -0.0520 -3.1262
H15 0.4999 1.9615 -3.3441
H16 1.5289 1.2567 -4.6140

natural (NBO) atomic charge list, values in e, 5 entries:
1. O -0.5036
2. C 0.6440
3. O -0.5759
4. C -0.0956
5. C -0.6718

***

No. 2
A 9-piece molecular cluster, C52H100F12N2O19 overall at a distorted geometry, computed with ωB97M-V/def2-TZVPD.

Summary:
* E_tot: -4778.5668 hartree
* HOMO-LUMO gap: 9.21 eV
* strongest force on any atom: 0.092 Eh/bohr
* SMILES: CC1(C)CCCC(C)(C)N1O.CC1(C)CCCC(C)(C)N1O.CCOC(=O)C(F)(F)F.CCOC(=O)C(F)(F)F.CCOC(=O)C(F)(F)F.CCOC(=O)C(F)(F)F.COCCOCCOC.COCCOCCOC.COCCOCCOC
* highest occupied orbital energy: -8.729 eV
* LUMO energy: 0.48 eV

Cartesian coordinates (Å):
C1 4.7433 -2.8856 1.5226
C2 4.6336 -4.3428 2.0270
C3 3.4606 -5.0330 1.3096
C4 5.9284 -5.0706 1.5507
C5 7.1666 -4.7399 2.3854
C6 6.8273 -4.9399 3.8976
C7 5.5479 -4.2279 4.3681
C8 5.2598 -4.7372 5.7962
C9 5.8876 -2.6865 4.4297
N1 4.4584 -4.6020 3.4844
O1 3.3224 -3.7614 3.8062
H1 5.7682 -2.5108 1.4924
H2 4.4464 -2.9838 0.4869
H3 4.0783 -2.1907 2.0143
H4 2.6355 -4.3240 1.3251
H5 3.8115 -5.2586 0.3134
H6 3.1125 -5.9079 1.8588
H7 5.7708 -6.1579 1.5930
H8 6.0856 -4.7428 0.5336
H9 7.9982 -5.4105 2.1330
H10 7.5128 -3.7225 2.2062
H11 7.6335 -4.4998 4.4899
H12 6.7891 -5.9985 4.1995
H13 5.2788 -5.8144 5.8315
H14 4.3429 -4.3490 6.2433
H15 6.1335 -4.4344 6.3700
H16 6.4988 -2.3257 3.5949
H17 6.4662 -2.5421 5.3609
H18 4.9895 -2.0809 4.5248
H19 2.5535 -4.2790 4.0776
C10 -4.9144 -0.1393 -6.4254
C11 -5.2325 -0.7304 -5.0484
C12 -6.6275 -1.4255 -5.0802
C13 -4.1925 -1.8431 -4.8469
C14 -4.0766 -2.3599 -3.4265
C15 -3.8711 -1.1551 -2.4953
C16 -4.9646 -0.1054 -2.6819
C17 -6.2628 -0.6812 -2.0166
C18 -4.4903 1.1243 -1.8593
N2 -4.9320 0.2864 -4.0735
O2 -6.0893 1.2472 -4.2045
H20 -3.9022 0.2660 -6.4330
H21 -5.1939 -0.8846 -7.1882
H22 -5.5758 0.7087 -6.5557
H23 -6.7157 -2.3589 -4.5192
H24 -7.4088 -0.7390 -4.7646
H25 -6.8501 -1.6079 -6.1283
H26 -4.4931 -2.6355 -5.5550
H27 -3.2174 -1.4952 -5.2316
H28 -4.9762 -2.9024 -3.0969
H29 -3.2027 -2.9918 -3.2965
H30 -2.8716 -0.7067 -2.6711
H31 -3.9436 -1.4101 -1.4367
H32 -6.3655 -1.7177 -2.3407
H33 -7.0644 -0.0731 -2.4179
H34 -6.1252 -0.5704 -0.9514
H35 -4.2183 0.6480 -0.9065
H36 -5.2243 1.9339 -1.7361
H37 -3.5421 1.4665 -2.2619
H38 -5.6336 2.0696 -4.4393
C19 -2.0362 2.6992 5.5451
C20 -1.5882 2.3968 4.1736
O3 -2.7504 2.3682 3.2278
C21 -3.2876 1.1325 3.1714
O4 -2.9077 0.1339 3.6313
C22 -4.6628 1.1541 2.3346
F1 -4.4628 2.0597 1.4172
F2 -4.8497 -0.0087 1.7845
F3 -5.6664 1.3297 3.1773
H39 -2.2989 3.7458 5.6700
H40 -1.2207 2.4751 6.2289
H41 -2.8550 2.0433 5.8790
H42 -1.0501 1.4444 4.0979
H43 -0.9645 3.2190 3.8379
C23 0.7240 6.7993 2.4572
C24 1.0400 7.0265 0.9969
O5 1.5467 5.7351 0.4631
C25 2.8517 5.5380 0.5584
O6 3.7022 6.2493 0.9143
C26 3.2287 4.0802 0.0198
F4 2.1503 3.3859 -0.3606
F5 4.0568 4.2079 -0.9605
F6 3.7969 3.4368 1.0282
H44 0.0967 5.9192 2.5368
H45 0.3005 7.7216 2.8423
H46 1.6814 6.6175 2.9697
H47 1.7406 7.8477 0.7656
H48 0.0963 7.0961 0.5045
C27 3.4153 -0.3303 -0.7441
C28 3.4019 -0.7782 -2.1687
O7 4.5005 -0.0402 -2.7921
C29 4.6166 -0.4049 -4.1032
O8 3.9788 -1.2204 -4.6480
C30 5.9333 0.2434 -4.7960
F7 5.4529 0.8318 -5.8911
F8 6.5121 1.1013 -4.0118
F9 6.7115 -0.7368 -5.1017
H49 2.7570 -0.9309 -0.0951
H50 2.9625 0.6483 -0.5898
H51 4.4099 -0.3328 -0.3062
H52 2.4517 -0.4763 -2.6544
H53 3.5879 -1.8619 -2.2626
C31 2.6620 0.3920 3.1269
C32 1.4811 -0.5276 3.1047
O9 0.9810 -0.7109 1.7360
C33 0.4188 0.4032 1.1956
O10 0.2177 1.4535 1.7273
C34 -0.1234 0.0504 -0.2763
F10 0.3850 0.8920 -1.1006
F11 0.2400 -1.1980 -0.5926
F12 -1.4321 0.1753 -0.2134
H54 2.3857 1.4161 2.8924
H55 3.5172 0.0830 2.5225
H56 2.9448 0.5169 4.1834
H57 0.6673 -0.1228 3.7239
H58 1.7959 -1.5216 3.4451
C35 -5.1482 -3.6725 0.6926
O11 -3.7571 -4.0287 0.6565
C36 -2.9588 -3.0510 1.3263
C37 -1.5171 -3.5772 1.2344
O12 -1.1792 -4.6330 2.1846
C38 -1.0220 -4.1037 3.4819
C39 -0.3866 -5.2483 4.3530
O13 0.9880 -5.4948 4.0369
C40 1.4840 -6.7503 4.5561
H59 -5.5703 -3.5782 1.7005
H60 -5.5753 -4.4655 0.1056
H61 -5.2961 -2.7162 0.1604
H62 -3.3182 -2.8114 2.3337
H63 -2.9505 -2.1087 0.7555
H64 -0.8154 -2.7281 1.3349
H65 -1.3794 -4.0445 0.2567
H66 -1.9196 -3.7854 3.9978
H67 -0.2828 -3.2874 3.5313
H68 -0.9540 -6.1390 4.0155
H69 -0.4858 -5.0986 5.4428
H70 1.1673 -6.7947 5.5968
H71 2.5510 -6.8180 4.3654
H72 0.9982 -7.5401 3.9660
C41 -1.0241 10.3843 1.6252
O14 -1.7263 9.1684 1.6025
C42 -2.7860 9.1671 0.6677
C43 -3.3638 7.7593 0.5993
O15 -2.3271 6.8258 0.3115
C44 -2.8053 5.4979 0.1553
C45 -1.8291 4.5909 -0.4880
O16 -1.7015 4.9109 -1.8713
C46 -0.6373 4.1461 -2.5237
H73 -0.1368 10.1185 2.2138
H74 -1.5480 11.2703 2.0209
H75 -0.6812 10.5352 0.5949
H76 -2.3621 9.4909 -0.2950
H77 -3.5949 9.8642 0.9253
H78 -4.0901 7.6288 -0.2264
H79 -3.8870 7.5385 1.5449
H80 -3.6652 5.4994 -0.5488
H81 -3.1040 5.1405 1.1504
H82 -2.2573 3.5864 -0.2818
H83 -0.8403 4.6457 -0.0149
H84 0.3127 4.5676 -2.2031
H85 -0.6243 4.1024 -3.6076
H86 -0.7279 3.1584 -2.0794
C47 2.3971 2.8318 -4.0459
O17 1.4344 1.8404 -3.7098
C48 0.6425 1.4076 -4.7643
C49 -0.5273 0.5875 -4.1382
O18 -0.2004 -0.7132 -3.6906
C50 0.2430 -1.6313 -4.6689
C51 0.6020 -2.9330 -4.0017
O19 -0.6125 -3.4506 -3.5325
C52 -0.4306 -4.5969 -2.7193
H87 3.1824 2.4447 -4.7087
H88 2.8600 3.0653 -3.0748
H89 1.8456 3.6639 -4.4822
H90 1.2654 0.8728 -5.5020
H91 0.1813 2.1918 -5.4019
H92 -1.2933 0.5550 -4.9334
H93 -0.7865 1.1857 -3.2692
H94 1.1001 -1.1624 -5.2085
H95 -0.5587 -1.8366 -5.4060
H96 1.2692 -2.7803 -3.1256
H97 1.1380 -3.5814 -4.7361
H98 0.2363 -4.3921 -1.8790
H99 -0.0291 -5.3974 -3.3682
H100 -1.4321 -4.8183 -2.3499

Mulliken atomic charge list, values in e, 5 entries:
1. C -1.9473
2. C 1.9622
3. C -1.8616
4. C -1.3490
5. C -0.7208

***

No. 3
One molecule with the formula C4H4ClN at a distorted geometry, computed with ωB97M-V/def2-TZVPD.

Summary:
* E_tot: -669.6802 hartree
* HOMO-LUMO gap: 9.22 eV
* strongest force on any atom: 0.111 Eh/bohr
* SMILES: Cln1cccc1
* highest occupied orbital energy: -8.666 eV
* LUMO energy: 0.56 eV

Cartesian coordinates (Å):
Cl1 -2.3436 -2.2349 0.6835
N1 -0.9588 -1.3865 0.1496
C1 -0.2223 -0.6445 1.2261
C2 0.3187 0.3946 0.6734
C3 0.0397 0.4084 -0.7764
C4 -0.7340 -0.7141 -0.9804
H1 -0.4822 -1.1508 2.1436
H2 1.0460 1.1261 1.1333
H3 0.3622 0.9560 -1.6102
H4 -1.2312 -0.8645 -1.9098

natural (NBO) atomic charge list, values in e, 5 entries:
1. Cl 0.1654
2. N -0.3751
3. C -0.0843
4. C -0.2686
5. C -0.3073

***

No. 4
C33H39BrN2O2Sn as an isolated structure, computed with ωB97M-V/def2-TZVPD.

Summary:
* net charge: +2
* E_tot: -4328.7375 hartree
* HOMO-LUMO gap: 7.24 eV
* strongest force on any atom: 0.015 Eh/bohr
* highest occupied orbital energy: -13.087 eV
* LUMO energy: -5.85 eV

Cartesian coordinates (Å):
Sn1 0.3758 0.1428 0.0513
Br1 -0.5817 -2.0696 -1.2840
C1 1.1553 -2.4127 -2.0318
C2 1.3307 -3.5847 -2.6950
C3 2.5737 -3.8344 -3.3174
C4 3.5585 -2.8951 -3.2727
C5 3.3751 -1.6672 -2.5885
C6 4.3925 -0.6826 -2.5780
C7 4.2189 0.5111 -1.9403
C8 3.0228 0.7617 -1.2390
C9 2.0291 -0.1815 -1.2145
C10 2.1496 -1.4072 -1.9168
H1 0.5352 -4.3139 -2.7574
H2 2.7228 -4.7690 -3.8386
H3 4.5051 -3.0714 -3.7670
H4 5.3178 -0.8958 -3.0978
H5 4.9977 1.2610 -1.9512
H6 2.9176 1.6972 -0.7041
O1 0.4162 2.7124 -1.1592
C11 -0.7202 2.2989 -1.3372
O2 -1.1773 1.2005 -0.8235
C12 -1.7325 3.1003 -2.1343
N1 -0.9729 4.2345 -2.7873
C13 -1.6635 5.5290 -2.4171
C14 -2.2346 5.2090 -1.0490
C15 -2.7754 3.7895 -1.2315
H7 -2.1875 2.4710 -2.8960
H8 -0.8784 4.1158 -3.7949
H9 -0.0260 4.1959 -2.3747
H10 -2.4466 5.7007 -3.1536
H11 -0.9423 6.3409 -2.4528
H12 -3.0072 5.9168 -0.7596
H13 -1.4478 5.2398 -0.2930
H14 -3.7385 3.8062 -1.7398
H15 -2.9043 3.2508 -0.2950
C16 5.0232 -1.1349 2.0918
C17 3.8113 -0.5170 2.7326
C18 3.8985 0.1829 3.9324
C19 2.7683 0.7129 4.5364
C20 2.8501 1.4389 5.8503
C21 1.5247 0.5722 3.9134
C22 1.4187 -0.1031 2.7074
C23 2.5643 -0.6626 2.1415
N2 0.1721 -0.3394 1.9767
C24 -1.1799 -0.2232 2.5714
C25 -1.6063 1.2228 2.8690
C26 -3.0151 1.2481 3.4695
C27 -4.0073 0.6756 2.4554
C28 -3.6185 -0.7683 2.1348
C29 -3.6763 -1.6110 3.4106
C30 -2.6730 -1.0492 4.4181
C31 -3.0277 0.4033 4.7481
C32 -1.2598 -1.1171 3.8268
C33 -2.1881 -0.8077 1.5728
H16 5.8808 -1.1017 2.7603
H17 5.2922 -0.6037 1.1763
H18 4.8383 -2.1765 1.8276
H19 4.8618 0.2937 4.4151
H20 3.8755 1.4890 6.2099
H21 2.2506 0.9338 6.6089
H22 2.4733 2.4583 5.7581
H23 0.6742 1.0085 4.4076
H24 2.4879 -1.2955 1.2619
H25 -1.5905 1.7803 1.9186
H26 -0.9137 1.7277 3.5368
H27 -3.2804 2.2803 3.7081
H28 -4.0043 1.2820 1.5425
H29 -5.0215 0.7072 2.8583
H30 -4.2922 -1.1817 1.3811
H31 -3.4440 -2.6557 3.1869
H32 -4.6860 -1.5883 3.8259
H33 -2.6899 -1.6467 5.3315
H34 -2.3216 0.8110 5.4776
H35 -4.0169 0.4467 5.2091
H36 -1.0122 -2.1417 3.5361
H37 -0.5344 -0.8188 4.5798
H38 -2.1835 -0.2309 0.6327
H39 -1.9162 -1.8458 1.3584

Mulliken atomic charge list, values in e, 5 entries:
1. Sn 1.4034
2. Br -0.0975
3. C 0.9940
4. C -0.7692
5. C -0.7108

***

No. 5
One molecule with the formula C22H36N2O4, computed with ωB97M-V/def2-TZVPD.

Summary:
* E_tot: -1270.4089 hartree
* HOMO-LUMO gap: 9.60 eV
* strongest force on any atom: 0.009 Eh/bohr
* SMILES: COC(=O)[C@H](CC(C)C)NCc1cccc(CN[C@@H](CC(C)C)C(=O)OC)c1
* highest occupied orbital energy: -8.807 eV
* LUMO energy: 0.80 eV

Cartesian coordinates (Å):
C1 -0.4880 -0.1135 -2.6033
O1 -1.6759 -0.1130 -1.8120
C2 -1.5876 0.4027 -0.5911
O2 -0.5747 0.8600 -0.1183
C3 -2.9241 0.3889 0.1436
C4 -3.4758 1.8247 0.1124
C5 -4.8316 1.9516 0.8140
C6 -5.1513 3.4247 1.0583
C7 -5.9476 1.3042 -0.0013
N1 -2.7682 -0.0434 1.5213
C8 -2.7846 -1.4892 1.7017
C9 -1.8379 -2.2259 0.7854
C10 -2.3144 -3.0452 -0.2296
C11 -1.4382 -3.6322 -1.1244
C12 -0.0803 -3.3833 -1.0328
C13 0.4141 -2.5702 -0.0229
C14 1.8694 -2.2020 0.0491
N2 2.0145 -0.8487 -0.4797
C15 3.3635 -0.3289 -0.4561
C16 3.4989 0.8706 -1.4133
C17 2.5834 2.0673 -1.1271
C18 2.5812 2.9897 -2.3470
C19 3.0238 2.8505 0.1069
C20 3.8442 0.0031 0.9533
O3 3.1722 -0.0879 1.9493
O4 5.1315 0.3684 0.9601
C21 5.6810 0.7093 2.2254
C22 -0.4703 -2.0129 0.8894
H1 -0.2609 0.9045 -2.9269
H2 0.3559 -0.5064 -2.0293
H3 -0.7022 -0.7448 -3.4615
H4 -3.6031 -0.2893 -0.3777
H5 -2.7501 2.4684 0.6138
H6 -3.5618 2.1516 -0.9262
H7 -4.7527 1.4394 1.7772
H8 -5.2057 3.9633 0.1141
H9 -4.3848 3.8883 1.6746
H10 -6.1072 3.5279 1.5664
H11 -5.7677 0.2415 -0.1371
H12 -6.9020 1.4220 0.5068
H13 -6.0225 1.7703 -0.9821
H14 -1.9031 0.3527 1.8802
H15 -2.5364 -1.6872 2.7479
H16 -3.8105 -1.8284 1.5235
H17 -3.3770 -3.2222 -0.3199
H18 -1.8178 -4.2709 -1.9086
H19 0.5999 -3.8174 -1.7511
H20 2.4665 -2.8727 -0.5782
H21 2.2240 -2.2879 1.0882
H22 1.4068 -0.2247 0.0478
H23 4.0367 -1.1140 -0.8287
H24 3.2684 0.4939 -2.4119
H25 4.5404 1.1988 -1.4036
H26 1.5644 1.7088 -0.9648
H27 2.2410 2.4586 -3.2335
H28 1.9201 3.8370 -2.1813
H29 3.5830 3.3698 -2.5387
H30 2.8977 2.2618 1.0103
H31 4.0685 3.1470 0.0218
H32 2.4195 3.7488 0.2139
H33 5.4945 -0.0881 2.9475
H34 6.7481 0.8445 2.0693
H35 5.2294 1.6324 2.5954
H36 -0.0846 -1.3848 1.6812

natural (NBO) atomic charge list, values in e, 5 entries:
1. C -0.2844
2. O -0.5047
3. C 0.8249
4. O -0.6521
5. C -0.1614